Record 1
{
  "formula": "C25H48B4N6O5",
  "method": "ωB97M-V/def2-TZVPD",
  "e_lumo_ev": 0.49,
  "max_force_ha_per_bohr": 0.0219,
  "gap_ev": 10.4,
  "total_energy_ha": -1785.8082,
  "multiplicity": 1,
  "symbols": ["C", "O", "B", "O", "B", "O", "B", "O", "B", "O", "H", "H", "H", "H", "H", "H", "C", "C", "C", "C", "N", "H", "H", "H", "H", "H", "H", "H", "C", "C", "C", "C", "N", "H", "H", "H", "H", "H", "H", "H", "C", "C", "C", "C", "N", "H", "H", "H", "H", "H", "H", "H", "C", "C", "C", "C", "N", "H", "H", "H", "H", "H", "H", "H", "C", "C", "C", "C", "N", "H", "H", "H", "H", "H", "H", "H", "C", "C", "C", "C", "N", "H", "H", "H", "H", "H", "H", "H"],
  "xyz": [[-2.2049, -4.6249, 2.6538], [-2.7849, -5.0741, 1.4318], [-1.9662, -5.4420, 0.4097], [-2.1597, -6.6879, -0.1712], [-0.7228, -4.4170, -0.2293], [0.5303, -4.9231, -0.5662], [1.4589, -3.9997, -1.0022], [1.0134, -2.9938, -1.8264], [-0.2848, -2.5816, -1.6083], [-0.9192, -3.0642, -0.4717], [-2.6588, -3.6751, 2.9493], [-2.3841, -5.3549, 3.4435], [-1.1270, -4.4715, 2.5702], [-2.5410, -6.6527, -1.0558], [2.5820, -4.0499, -0.6214], [-0.8729, -1.9020, -2.3774], [4.1107, -2.3383, -2.9588], [2.9102, -1.5314, -3.4386], [2.5884, -0.3404, -2.5239], [2.2539, -0.7948, -1.1776], [1.9819, -1.1762, -0.1262], [3.9290, -2.7773, -1.9761], [4.3244, -3.1535, -3.6500], [5.0040, -1.7139, -2.8911], [2.0339, -2.1794, -3.5011], [3.0962, -1.1477, -4.4412], [1.7351, 0.2165, -2.9125], [3.4364, 0.3442, -2.4669], [-0.7221, 3.1799, -4.4847], [-1.3123, 2.2020, -5.4925], [-0.6455, 0.8255, -5.4124], [0.7898, 0.8599, -5.6687], [1.9346, 0.8548, -5.7834], [0.3285, 3.3954, -4.6896], [-1.2638, 4.1259, -4.5135], [-0.8060, 2.7791, -3.4744], [-1.2290, 2.6094, -6.5017], [-2.3749, 2.0602, -5.2927], [-1.0952, 0.1234, -6.1156], [-0.7865, 0.4175, -4.4076], [-1.5643, 6.7503, -0.4154], [-0.5780, 5.7821, 0.2285], [-0.2405, 4.5889, -0.6698], [-1.4205, 3.7947, -0.9974], [-2.3390, 3.1648, -1.2855], [-2.5248, 6.2722, -0.6150], [-1.7502, 7.5994, 0.2424], [-1.1780, 7.1382, -1.3602], [-0.9820, 5.4139, 1.1719], [0.3513, 6.2973, 0.4616], [0.4790, 3.9360, -0.1727], [0.2059, 4.9267, -1.6080], [2.4967, -3.4665, 2.5316], [3.1240, -4.8480, 2.3936], [2.0479, -5.9267, 2.2238], [1.1305, -5.9683, 3.3581], [0.3695, -5.9641, 4.2212], [1.8807, -3.4073, 3.4306], [3.2600, -2.6924, 2.6019], [1.8719, -3.2276, 1.6701], [3.7463, -5.0688, 3.2628], [3.7762, -4.8806, 1.5193], [2.4809, -6.9203, 2.0993], [1.4554, -5.7130, 1.3316], [-4.1182, -2.0618, 0.6294], [-2.9792, -1.1032, 0.9521], [-2.8690, 0.0522, -0.0507], [-2.6075, -0.4180, -1.4081], [-2.4010, -0.7863, -2.4788], [-3.9669, -2.5408, -0.3390], [-4.1838, -2.8490, 1.3800], [-5.0769, -1.5397, 0.6047], [-2.0348, -1.6505, 0.9746], [-3.1253, -0.6760, 1.9456], [-2.0556, 0.7278, 0.2149], [-3.7873, 0.6411, -0.0698], [-0.2907, 4.7629, 5.7521], [0.9659, 5.6004, 5.9513], [1.1788, 6.6281, 4.8324], [1.3249, 5.9871, 3.5288], [1.4318, 5.4567, 2.5139], [-0.2322, 4.1753, 4.8350], [-0.4249, 4.0689, 6.5810], [-1.1798, 5.3938, 5.6957], [1.8394, 4.9492, 6.0095], [0.9061, 6.1387, 6.8982], [2.0757, 7.2211, 5.0160], [0.3315, 7.3147, 4.7790]],
  "lowdin_charge": [-0.060, 0.032, -0.469, 0.157, -0.380, 0.226, -0.400, 0.158, -0.387, 0.226, 0.086, 0.093, 0.067, 0.107, 0.120, 0.075, -0.090, -0.250, -0.155, -0.200, 0.211, 0.051, 0.078, 0.079, 0.097, 0.088, 0.103, 0.127, -0.115, -0.248, -0.188, -0.230, 0.156, 0.073, 0.075, 0.045, 0.110, 0.111, 0.121, 0.096, -0.107, -0.289, -0.182, -0.233, 0.170, 0.070, 0.070, 0.076, 0.098, 0.079, 0.118, 0.121, -0.100, -0.244, -0.171, -0.226, 0.160, 0.075, 0.077, 0.044, 0.110, 0.103, 0.124, 0.097, -0.088, -0.245, -0.179, -0.209, 0.152, 0.079, 0.059, 0.079, 0.095, 0.112, 0.106, 0.119, -0.109, -0.259, -0.187, -0.210, 0.170, 0.071, 0.073, 0.077, 0.112, 0.108, 0.119, 0.121]
}

=====

Record 2
{
  "formula": "C15H15DyN2O6",
  "method": "ωB97M-V/def2-TZVPD",
  "e_lumo_ev": [-9.17, -9.06],
  "max_force_ha_per_bohr": 0.1327,
  "charge": 2,
  "de_lowest_kcal_mol": 0.0,
  "s2": 9.336,
  "gap_ev": [5.1, 5.2],
  "total_energy_ha": -2025.9242,
  "multiplicity": 6,
  "symbols": ["O", "C", "Dy", "O", "C", "C", "O", "C", "O", "C", "O", "H", "C", "C", "N", "C", "C", "C", "O", "C", "C", "C", "C", "N", "C", "H", "H", "H", "H", "H", "H", "H", "H", "H", "H", "H", "H", "H", "H"],
  "xyz": [[-5.2356, 0.0410, 0.6652], [-4.0738, 0.1311, 0.6642], [-0.4411, -0.2689, 0.2787], [-2.9416, -1.8629, -1.7396], [-2.2089, -1.3004, -1.0456], [1.3867, -0.8178, -1.2022], [2.3249, -1.1692, -1.7744], [1.0600, 1.4226, 1.2635], [1.8379, 2.2144, 1.5968], [-0.5292, 1.7173, -1.4258], [-0.4987, 2.5514, -2.2221], [-1.4134, 1.1576, 1.0907], [7.2443, -1.6068, 1.0544], [6.9223, -2.0891, 2.4601], [5.5799, -2.6474, 2.5938], [5.5345, -4.1052, 2.8527], [6.0342, -4.4821, 4.2257], [4.5584, -1.7478, 2.4851], [4.8287, -0.5464, 2.3688], [3.1174, -2.1827, 2.4829], [2.5858, -3.2053, 3.2810], [1.2148, -3.4769, 3.2516], [0.4210, -2.6725, 2.4328], [0.9309, -1.6630, 1.6732], [2.2699, -1.4248, 1.6674], [7.1363, -2.4147, 0.3261], [8.2772, -1.2525, 1.0304], [6.5927, -0.7810, 0.7590], [7.6214, -2.8818, 2.7539], [6.9905, -1.2305, 3.1426], [4.5284, -4.4896, 2.6845], [6.1692, -4.5742, 2.0890], [5.4474, -4.0004, 5.0089], [5.9629, -5.5596, 4.3692], [7.0771, -4.1980, 4.3443], [3.2313, -3.7460, 3.9637], [0.7372, -4.2816, 3.8394], [-0.6630, -2.7962, 2.3224], [2.6469, -0.5882, 1.0787]],
  "lowdin_charge": [0.086, 0.037, 1.133, 0.186, -0.053, -0.022, 0.210, -0.082, 0.186, -0.022, 0.178, -0.084, -0.063, -0.197, -0.040, -0.206, -0.064, -0.391, 0.053, -0.048, 0.048, 0.017, -0.096, -0.134, -0.083, 0.079, 0.088, 0.068, 0.120, 0.136, 0.096, 0.134, 0.081, 0.091, 0.079, 0.123, 0.144, 0.120, 0.094]
}

=====

Record 3
{
  "formula": "Ca3H4N7O23",
  "method": "ωB97M-V/def2-TZVPD",
  "e_lumo_ev": -3.77,
  "max_force_ha_per_bohr": 0.1058,
  "charge": -1,
  "gap_ev": 1.9,
  "total_energy_ha": -4148.0076,
  "multiplicity": 1,
  "symbols": ["Ca", "Ca", "Ca", "N", "O", "O", "O", "N", "O", "O", "O", "N", "O", "O", "O", "N", "O", "O", "O", "N", "O", "O", "O", "N", "O", "O", "O", "N", "O", "O", "O", "O", "H", "H", "O", "H", "H"],
  "xyz": [[-9.1059, -0.1184, -11.2600], [-9.0633, 6.0573, -16.7397], [-15.4596, 5.9127, -13.5200], [-4.7036, 5.1261, -15.2743], [-4.2710, 4.8965, -16.3601], [-4.0508, 4.9426, -14.2747], [-5.8263, 5.6444, -15.2028], [-13.6182, 4.3434, -17.4116], [-14.3129, 5.0245, -16.6613], [-14.1869, 3.4416, -17.9706], [-12.3910, 4.6061, -17.5540], [-7.2604, 1.8063, -17.6409], [-6.3349, 2.0937, -18.4299], [-7.1986, 0.6977, -17.0867], [-8.1104, 2.6832, -17.3795], [-15.4432, 1.4521, -13.2999], [-15.0812, 0.5058, -12.6423], [-15.2867, 1.4068, -14.4847], [-15.8558, 2.4551, -12.7990], [-12.4440, 9.0870, -15.0618], [-13.0783, 8.5518, -14.1828], [-12.6876, 10.2678, -15.3523], [-11.6259, 8.3511, -15.7270], [-10.9439, 4.0419, -13.0023], [-12.1320, 4.4453, -12.9853], [-10.6043, 3.0572, -12.3519], [-10.0405, 4.5672, -13.6981], [-15.7025, 6.2496, -9.5730], [-15.8140, 5.9537, -8.4241], [-16.6186, 6.1488, -10.3795], [-14.6372, 6.5289, -10.0996], [-6.9363, 2.3651, -11.0917], [-7.1825, 2.9962, -11.7680], [-6.6042, 2.9018, -10.3721], [-10.5480, -0.5345, -14.2236], [-11.1855, -1.1550, -14.5769], [-10.7585, 0.2955, -14.6514]],
  "lowdin_charge": [1.710, 1.737, 1.705, -0.723, -0.014, -0.041, -0.149, -0.667, -0.118, 0.002, -0.116, -0.645, -0.056, -0.069, -0.128, -0.744, -0.037, -0.010, -0.059, -0.646, -0.073, -0.036, -0.153, -0.627, -0.034, -0.114, -0.093, -0.709, 0.019, -0.120, -0.078, -0.066, 0.056, 0.052, -0.065, 0.052, 0.059]
}

=====

Record 4
{
  "formula": "C10H23FN4O4P",
  "method": "ωB97M-V/def2-TZVPD",
  "e_lumo_ev": 2.38,
  "max_force_ha_per_bohr": 0.1016,
  "charge": -1,
  "gap_ev": 6.1,
  "total_energy_ha": -1356.0802,
  "multiplicity": 1,
  "symbols": ["O", "C", "O", "C", "N", "C", "C", "O", "F", "H", "H", "H", "H", "H", "O", "P", "N", "C", "C", "N", "C", "C", "N", "C", "C", "H", "H", "H", "H", "H", "H", "H", "H", "H", "H", "H", "H", "H", "H", "H", "H", "H", "H"],
  "xyz": [[-2.5925, 3.6421, 1.5501], [-3.4143, 3.5660, 0.6129], [-4.4571, 4.2134, 0.4348], [-3.0755, 2.5370, -0.5008], [-2.6589, 3.1994, -1.7440], [-1.2575, 3.0833, -2.0773], [-0.4646, 4.3469, -1.8449], [0.4689, 4.4593, -1.1162], [-0.8544, 5.4140, -2.5900], [-3.9697, 1.9318, -0.6729], [-2.2883, 1.8819, -0.1140], [-3.2498, 2.9567, -2.5183], [-0.7337, 2.2887, -1.5464], [-1.1694, 2.8686, -3.1507], [0.4609, 0.3026, -0.6326], [0.6031, -0.9270, 0.1648], [1.9776, -0.6335, 1.1336], [3.0219, -1.5284, 1.5758], [1.9269, 0.5922, 1.9224], [0.9095, -2.1023, -1.0895], [2.1498, -2.8434, -1.2677], [0.3331, -1.7414, -2.3791], [-0.3030, -1.9737, 1.1092], [-1.2868, -1.3368, 1.9877], [0.1360, -3.2488, 1.5992], [2.9065, -1.8224, 2.6307], [3.9932, -1.0302, 1.4814], [3.0821, -2.4401, 0.9929], [1.3545, 0.4599, 2.8505], [1.4668, 1.4013, 1.3559], [2.9364, 0.9141, 2.1862], [3.0034, -2.3753, -0.7826], [2.4115, -2.8966, -2.3267], [2.0698, -3.8841, -0.9257], [0.9772, -1.0588, -2.9464], [-0.6328, -1.2558, -2.2603], [0.1789, -2.6469, -2.9719], [-0.8562, -1.0409, 2.9541], [-2.1227, -2.0137, 2.1790], [-1.6991, -0.4403, 1.5213], [0.5151, -3.1747, 2.6274], [0.9115, -3.6983, 0.9833], [-0.7080, -3.9458, 1.6045]],
  "lowdin_charge": [-0.095, -0.770, -0.088, -0.160, -0.040, -0.147, -0.432, 0.140, 0.071, 0.101, 0.084, 0.096, 0.093, 0.124, -0.256, 0.642, -0.301, -0.147, -0.113, -0.298, -0.143, -0.150, -0.330, -0.107, -0.120, 0.081, 0.085, 0.041, 0.078, 0.080, 0.079, 0.052, 0.075, 0.071, 0.082, 0.072, 0.078, 0.080, 0.080, 0.081, 0.086, 0.059, 0.087]
}